[1]
A cluster of 3 separate species, H3N3O2 in total at a distorted geometry. Source: the Open Molecules 2025 dataset; level of theory: ωB97M-V with the def2-TZVPD basis set.

Each line ends with the Löwdin spin population.
Cartesian coordinates (Å):
N -3.905 -4.261 9.226  0.00
N 1.336 0.942 -6.680  1.89
N 2.960 3.211 -5.388  0.00
O 4.190 3.049 -5.587  0.00
O 2.588 3.946 -4.437  0.00
H -4.657 -4.959 9.095  0.00
H -4.316 -3.603 9.906  0.00
H 1.803 1.675 -6.135  0.11

Results
total charge	-2
E_LUMO (alpha / beta)	0.2324 / 0.1676	hartree
relative energy (zero: lowest compared OMol25 entry of this formula, charge and spin)	0.0	kJ/mol
electronic energy	-8606.8993	eV
HOMO (alpha / beta)	0.32 / 0.32	eV
2S+1	3

[2]
A cluster of 2 separate species, C16H27FNO in total at a distorted geometry. Source: the Open Molecules 2025 dataset; level of theory: ωB97M-V with the def2-TZVPD basis set.

Each line ends with the Löwdin charge.
Cartesian coordinates (Å):
C -2.981 1.015 -1.414  -0.12
C -1.583 1.474 -2.020  -0.24
C -1.123 0.389 -3.063  -0.19
C -0.081 -0.661 -2.501  -0.25
O 0.034 -0.672 -1.101  -0.20
C -0.815 -1.689 -0.499  -0.31
N -0.358 -3.079 -0.863  -0.08
C -1.601 -3.847 -1.118  -0.34
C -2.177 -3.635 -2.561  -0.14
C -0.652 -1.606 1.063  -0.29
F -1.578 -0.660 1.645  -0.12
C 0.769 -1.132 1.537  -0.21
C 1.970 -1.911 0.901  -0.13
H -3.504 0.299 -2.101  0.06
H -2.822 0.465 -0.460  0.05
H -3.632 1.918 -1.322  0.05
H -1.815 2.400 -2.617  0.08
H -0.825 1.702 -1.244  0.09
H -1.968 -0.168 -3.535  0.09
H -0.614 0.938 -3.906  0.09
H 0.930 -0.362 -2.899  0.11
H -0.308 -1.649 -2.961  0.08
H 0.066 -3.564 -0.066  0.06
H -1.417 -4.959 -1.006  0.09
H -2.420 -3.599 -0.392  0.10
H -2.741 -2.676 -2.680  0.05
H -1.342 -3.650 -3.298  0.06
H -2.928 -4.452 -2.751  0.06
H -0.909 -2.583 1.550  0.13
H 0.883 -0.024 1.439  0.08
H 0.816 -1.327 2.648  0.10
H 1.885 -2.066 -0.197  0.06
H 2.886 -1.277 1.057  0.06
H 2.194 -2.888 1.398  0.06
C 3.429 4.426 3.010  -0.11
C 2.698 3.924 4.081  -0.11
C 1.580 3.131 3.849  -0.10
C 1.198 2.831 2.547  -0.09
C 1.931 3.329 1.476  -0.08
C 3.044 4.130 1.707  -0.10
H 4.299 5.047 3.191  0.09
H 3.000 4.152 5.097  0.09
H 1.007 2.745 4.684  0.10
H 0.330 2.208 2.366  0.10
H 1.634 3.094 0.461  0.10
H 3.612 4.523 0.872  0.10

Results
total charge	-1
E_LUMO	0.1078	hartree
relative energy (zero: lowest compared OMol25 entry of this formula, charge and spin)	74.1	kJ/mol
electronic energy	-23282.5914	eV
HOMO	-1.67	eV
2S+1	1

[3]
A cluster of 3 separate species, C29H50F5IN4O6P in total at a distorted geometry. Source: the Open Molecules 2025 dataset; level of theory: ωB97M-V with the def2-TZVPD basis set.

Each line ends with the Löwdin spin population.
Cartesian coordinates (Å):
O 3.237 -4.338 -4.392  0.00
C 4.512 -3.675 -4.348  0.00
C 4.408 -2.203 -3.856  0.00
C 3.124 -1.455 -4.355  0.00
C 2.355 -0.703 -3.206  0.00
C 1.968 -1.732 -2.135  0.00
C 1.367 -2.993 -2.416  0.00
N 1.002 -3.937 -1.552  0.00
C 0.391 -5.221 -1.956  0.00
F 1.330 -6.166 -1.747  0.00
F 0.051 -5.236 -3.247  0.00
C -0.884 -5.597 -1.121  0.00
F -1.859 -4.680 -1.235  0.00
F -1.381 -6.718 -1.698  0.00
F -0.632 -5.918 0.145  0.00
N 1.219 -3.791 -0.260  0.00
C 1.787 -2.661 0.094  0.00
P 2.086 -2.474 1.970  0.00
O 0.592 -2.703 2.668  0.00
I 3.602 -4.254 2.678  0.00
C 2.219 -1.528 -0.706  0.00
C 2.903 -0.259 -0.182  0.00
O 4.307 -0.405 -0.452  0.00
O 4.982 -0.355 0.773  0.00
H 3.363 -5.169 -4.872  0.00
H 4.990 -3.659 -5.358  0.00
H 5.155 -4.253 -3.642  0.00
H 4.498 -2.205 -2.743  0.00
H 5.276 -1.610 -4.222  0.00
H 3.391 -0.692 -5.118  0.00
H 2.378 -2.128 -4.831  0.00
H 2.923 0.130 -2.755  0.00
H 1.412 -0.291 -3.644  0.00
H 1.182 -3.216 -3.485  0.00
H 0.129 -3.425 2.199  0.00
H 2.797 -0.111 0.912  0.00
H 2.591 0.657 -0.732  0.00
H 5.911 -0.229 0.507  0.00
C -2.372 -1.743 5.682  0.00
C -1.535 -0.602 5.056  0.03
C -0.051 -0.907 5.333  0.01
C 0.294 -0.748 6.815  0.00
C -0.121 0.623 7.348  0.01
C -1.539 1.078 6.969  0.03
N -1.917 0.746 5.563  0.34
O -1.350 1.640 4.780  0.57
C -2.592 0.459 7.912  0.00
C -1.636 2.587 7.254  0.00
C -1.872 -0.732 3.555  0.00
H -2.286 -2.648 5.079  0.00
H -2.050 -2.035 6.679  0.00
H -3.432 -1.480 5.725  0.00
H 0.595 -0.247 4.743  0.00
H 0.191 -1.925 5.020  0.00
H -0.173 -1.535 7.412  0.00
H 1.371 -0.878 6.950  0.00
H -0.012 0.630 8.436  0.00
H 0.607 1.351 6.973  0.00
H -3.600 0.736 7.596  0.00
H -2.462 0.825 8.932  0.00
H -2.546 -0.626 7.977  0.00
H -0.842 3.154 6.770  0.00
H -1.551 2.778 8.324  0.00
H -2.593 2.995 6.920  0.00
H -2.957 -0.733 3.416  0.00
H -1.482 -1.661 3.147  0.00
H -1.470 0.073 2.939  0.00
C -1.238 5.072 -5.255  0.00
C -1.276 3.538 -5.066  0.03
C -2.729 3.079 -5.241  0.01
C -3.616 3.539 -4.083  0.00
C -3.042 3.122 -2.730  0.01
C -1.541 3.395 -2.536  0.03
N -0.721 3.103 -3.750  0.36
O -0.546 1.799 -3.800  0.55
C -1.292 4.860 -2.123  0.00
C -1.076 2.586 -1.312  0.00
C -0.390 3.037 -6.220  0.00
H -1.353 5.323 -6.310  0.00
H -2.041 5.603 -4.748  0.00
H -0.284 5.490 -4.924  0.00
H -2.781 1.988 -5.318  0.00
H -3.136 3.469 -6.177  0.00
H -3.758 4.623 -4.107  0.00
H -4.614 3.111 -4.201  0.00
H -3.610 3.613 -1.936  0.00
H -3.235 2.049 -2.612  0.00
H -0.220 5.061 -2.051  0.00
H -1.726 5.067 -1.143  0.00
H -1.726 5.591 -2.801  0.00
H -1.331 1.530 -1.389  0.00
H -1.553 2.960 -0.405  0.00
H 0.006 2.664 -1.172  0.00
H 0.576 3.549 -6.201  0.00
H -0.860 3.242 -7.182  0.00
H -0.189 1.966 -6.187  0.00

Results
total charge	+1
E_LUMO (alpha / beta)	-0.1869 / -0.1869	hartree
electronic energy	-80092.3294	eV
HOMO (alpha / beta)	-10.21 / -10.93	eV
2S+1	3

[4]
A cluster of 3 separate species, C16H35BNO8S2 in total at a distorted geometry. Source: the Open Molecules 2025 dataset; level of theory: ωB97M-V with the def2-TZVPD basis set.

Each line ends with the Löwdin charge.
Cartesian coordinates (Å):
C 0.172 2.214 -1.293  -0.04
B 1.336 3.352 -1.700  -1.06
N 0.852 4.604 -0.933  0.15
C 1.418 4.472 0.341  -0.54
S 1.550 3.898 1.973  0.47
O 1.604 3.501 -3.162  -0.11
C 2.922 2.816 -3.379  -0.18
C 3.700 3.517 -2.075  -0.53
S 3.780 5.330 -2.625  0.65
O 2.686 3.166 -1.060  -0.15
H -0.433 1.835 -2.235  0.05
H -0.604 2.645 -0.505  0.06
H 0.658 1.268 -0.752  0.07
H 3.594 3.184 -4.264  0.10
H 2.955 1.659 -3.097  0.14
H 4.820 3.215 -1.883  0.12
H 4.188 5.411 -3.990  -0.13
C -3.293 1.399 -3.192  -0.11
O -3.366 -0.002 -2.989  -0.21
C -4.393 -0.368 -2.066  -0.19
C -4.932 -1.764 -2.391  -0.17
O -5.818 -1.787 -3.519  -0.14
C -5.204 -1.609 -4.803  -0.17
C -4.373 -2.814 -5.253  -0.19
O -3.113 -2.829 -4.582  -0.20
C -2.575 -4.136 -4.467  -0.11
H -2.989 1.902 -2.270  0.08
H -2.548 1.595 -3.967  0.09
H -4.254 1.790 -3.538  0.08
H -5.218 0.354 -2.094  0.12
H -3.951 -0.368 -1.066  0.13
H -5.540 -2.093 -1.539  0.12
H -4.131 -2.496 -2.502  0.11
H -4.632 -0.681 -4.841  0.12
H -6.035 -1.492 -5.508  0.12
H -4.172 -2.742 -6.327  0.12
H -4.933 -3.735 -5.051  0.12
H -3.273 -4.796 -3.947  0.08
H -1.657 -4.079 -3.879  0.09
H -2.340 -4.538 -5.458  0.08
C 0.703 1.543 5.472  -0.11
O 1.388 0.511 4.784  -0.21
C 2.615 0.959 4.206  -0.19
C 3.625 -0.189 4.132  -0.16
O 4.233 -0.497 5.395  -0.14
C 3.392 -1.156 6.352  -0.17
C 3.078 -2.610 5.989  -0.20
O 2.075 -2.665 4.975  -0.21
C 2.162 -3.843 4.189  -0.11
H 0.378 2.317 4.770  0.08
H -0.176 1.108 5.955  0.09
H 1.338 1.978 6.249  0.08
H 3.044 1.782 4.791  0.13
H 2.390 1.318 3.197  0.09
H 4.450 0.133 3.484  0.13
H 3.197 -1.081 3.671  0.12
H 2.487 -0.578 6.545  0.12
H 3.965 -1.160 7.286  0.12
H 2.686 -3.133 6.867  0.12
H 3.997 -3.106 5.654  0.12
H 3.148 -3.928 3.730  0.08
H 1.418 -3.778 3.391  0.09
H 1.951 -4.724 4.803  0.08

Results
total charge	-1
E_LUMO	0.0925	hartree
electronic energy	-57372.2537	eV
HOMO	-4.80	eV
2S+1	1